[1]
124
Properties=species:S:1:pos:R:3:forces:R:3 method="wB97M-V/def2-TZVPD" smiles=COC[C@H](C)N.COC[C@H](C)N.COC[C@H](C)N.COC[C@H](C)N.COC[C@H](C)N.CCO.CCO.CCO.O.O.O.O mol_weight_da=655.96 e_tot_ha=-2215.684498 e_above_lowest_kj_mol=0.0 lumo_energy_ha=0.00496
C 6.86062 -1.37592 -4.05694 -0.100 -0.381 -0.017
O 5.62324 -2.02293 -3.77020 0.857 -0.133 0.685
C 4.53484 -1.16093 -3.57787 -0.730 0.230 -1.369
C 4.60975 -0.06127 -2.52897 1.624 -0.549 0.626
C 4.62505 -0.58379 -1.12979 -0.197 -1.531 1.440
N 3.54555 0.87125 -2.66086 -0.822 0.900 -0.665
H 6.73764 -0.53243 -4.73629 -0.141 0.115 -0.095
H 7.52209 -2.10399 -4.52648 -0.222 -0.104 -0.104
H 7.39345 -1.04076 -3.16708 -0.206 0.170 0.267
H 4.32229 -0.71822 -4.55098 0.165 0.809 -0.213
H 3.63955 -1.77726 -3.49600 0.084 -0.361 0.802
H 5.57320 0.43650 -2.63890 0.032 0.315 -0.501
H 3.71816 -1.16169 -0.95182 -0.291 -0.311 -0.139
H 4.58622 0.13006 -0.30698 0.288 0.620 -0.398
H 5.43854 -1.26995 -0.89416 0.212 -0.045 -0.223
H 3.84087 1.74269 -2.24436 0.083 0.304 -0.149
H 2.80668 0.59206 -2.03139 -0.443 -0.068 -0.092
C 0.61017 2.32019 -1.46138 0.028 -1.435 0.176
O 1.31931 1.20263 -0.85289 -0.142 0.152 0.051
C 0.51941 0.14526 -0.34444 -1.657 -0.073 -0.376
C -0.25775 0.42259 0.92305 -0.782 -1.596 1.481
C 0.60800 0.56960 2.11892 0.947 1.164 0.557
N -1.20723 -0.75669 1.17820 0.257 1.456 -1.373
H -0.04862 1.93793 -2.24111 -0.378 -0.138 0.069
H 1.31265 2.95271 -2.00410 0.279 -0.002 0.562
H 0.03456 2.84699 -0.70030 0.095 0.254 -0.143
H -0.29212 -0.16479 -1.00276 -0.029 0.338 -0.978
H 1.04083 -0.80404 -0.22185 0.979 0.360 0.062
H -0.81371 1.35814 0.86186 -0.512 -0.183 -0.396
H 1.31279 1.36176 1.86618 0.568 -0.029 0.192
H 1.14202 -0.34024 2.39296 0.040 -0.048 -0.077
H 0.07384 0.96271 2.98393 -0.202 -0.271 0.054
H -0.70589 -1.59365 1.43948 0.319 0.156 0.219
H -1.85430 -0.53476 1.92126 -0.024 0.100 0.145
C -3.24161 3.02775 -1.90481 -0.343 0.062 -0.455
O -4.38453 2.32316 -1.51937 -0.426 -0.921 1.054
C -4.14787 1.07999 -0.87377 0.618 -0.171 -0.234
C -3.56985 -0.04978 -1.76158 -0.918 1.208 -2.097
C -4.45930 -0.38822 -2.96395 -0.899 0.029 0.288
N -3.38086 -1.20587 -1.00859 -0.457 -2.333 1.753
H -2.36768 2.83207 -1.28346 0.064 -0.157 0.128
H -3.50403 4.08261 -1.82419 0.224 0.076 -0.215
H -3.06113 2.74176 -2.94102 0.616 0.345 -0.181
H -3.46935 1.16346 -0.02481 0.491 0.505 0.133
H -5.07125 0.79519 -0.36943 -0.270 -0.278 -0.573
H -2.58926 0.09246 -2.21579 0.317 1.668 -0.074
H -5.40591 -0.83587 -2.66121 0.018 -0.301 0.514
H -3.97059 -1.13441 -3.59042 0.103 0.243 -0.276
H -4.83229 0.47398 -3.51674 0.713 0.195 -0.251
H -2.68338 -1.08471 -0.28822 0.538 0.164 0.248
H -3.04302 -1.94617 -1.60685 -0.120 -0.269 -0.055
C 0.62300 0.62621 -5.82807 -0.670 0.250 -1.179
O 0.60919 -0.79059 -6.08384 0.792 0.985 1.741
C 1.01236 -1.50305 -4.88335 -0.645 -0.051 -0.279
C -0.17351 -1.76503 -3.93560 -0.223 -1.166 -0.113
C 0.15134 -2.72214 -2.78956 0.768 0.723 0.716
N -1.22089 -2.49282 -4.64437 -0.445 0.493 -0.150
H 0.54925 1.13503 -6.78919 0.069 -0.252 -0.281
H 1.50743 1.05606 -5.35785 0.280 -0.653 0.345
H -0.26728 0.98268 -5.30996 -0.111 -0.299 0.495
H 1.36067 -2.46476 -5.26002 0.157 -0.136 0.136
H 1.82281 -1.00351 -4.35256 0.101 0.251 -0.210
H -0.56558 -0.83914 -3.51476 -0.061 0.167 -0.096
H 0.43211 -3.72782 -3.10239 0.242 0.095 -0.370
H -0.67882 -2.87874 -2.10080 -0.296 0.320 -0.288
H 0.94753 -2.29220 -2.18183 0.330 -0.217 0.104
H -0.73337 -3.30595 -4.99257 -0.314 -0.421 -0.307
H -1.51065 -1.96791 -5.45716 -0.070 0.062 -0.266
C 2.13927 -3.19113 8.02043 1.725 -0.617 -1.299
O 0.99183 -2.91220 7.30011 0.580 -1.214 -0.868
C 0.26293 -1.84713 7.73005 -1.157 0.406 0.968
C -0.69543 -1.41055 6.62755 -0.078 0.311 -0.265
C -0.08757 -1.04345 5.27065 0.180 -0.883 -0.008
N -1.49725 -0.29035 7.07071 -0.294 0.390 0.613
H 2.56019 -3.98778 7.40702 0.372 -0.377 0.531
H 2.14712 -3.49059 9.06846 -1.012 -0.069 0.175
H 2.88036 -2.39587 7.94020 -0.045 0.553 0.051
H -0.26512 -2.22161 8.60699 -0.826 0.455 0.207
H 0.91427 -1.08015 8.14909 0.156 0.710 -0.488
H -1.42248 -2.20420 6.45544 0.180 -0.437 0.085
H 0.63335 -0.23328 5.38013 -0.165 0.180 -0.229
H -0.93110 -0.79755 4.62559 0.179 0.612 0.031
H 0.37799 -1.86484 4.72595 0.413 -0.235 0.313
H -2.04204 0.01094 6.27541 -0.410 0.057 -0.014
H -0.90951 0.50676 7.26887 0.270 0.174 0.159
C 3.13504 5.23533 -4.29612 -0.042 0.158 0.610
C 1.87134 5.53530 -5.10705 0.678 0.023 2.263
O 2.10263 5.28790 -6.44065 -0.458 -0.108 -1.180
H 3.64624 4.28864 -4.47093 -0.169 -0.057 -0.668
H 2.91716 5.16927 -3.23016 -0.123 0.461 0.200
H 3.81162 6.06941 -4.48225 0.325 -0.255 0.172
H 1.66140 6.58204 -4.88710 -0.141 0.180 -0.676
H 1.01739 5.00259 -4.68862 -0.233 -0.361 -0.225
H 2.02365 4.33390 -6.51311 0.158 -0.081 -0.479
C -2.73534 4.42468 1.97334 -0.417 -0.954 0.754
C -3.25590 3.09750 2.56734 0.375 0.196 -0.488
O -2.28088 2.59360 3.47781 0.052 0.956 -0.227
H -2.55255 5.11787 2.79443 0.139 0.049 -0.028
H -3.49370 4.87071 1.32988 0.182 -0.084 -0.207
H -1.80045 4.21145 1.45506 -0.047 0.271 -0.176
H -3.41586 2.35782 1.78287 0.054 -0.009 -0.285
H -4.24168 3.23846 3.01057 0.004 0.139 0.458
H -2.50091 1.69615 3.73813 -0.165 -0.484 0.133
C 0.60227 -3.87814 0.43679 -0.458 1.099 -0.377
C -0.09304 -4.50770 1.59009 0.460 -1.843 0.401
O -0.35801 -3.57772 2.63035 -0.072 0.231 0.093
H 0.86623 -4.53642 -0.39091 0.116 -0.186 0.317
H 1.43650 -3.25716 0.76321 0.258 -0.266 -0.058
H -0.14093 -3.18677 0.03961 0.107 0.231 -0.333
H 0.47902 -5.29366 2.08316 0.407 -0.228 -0.392
H -0.98143 -5.04241 1.25402 -0.450 0.385 0.052
H 0.14090 -3.93153 3.37029 -0.173 0.500 0.382
O 0.05911 3.18475 5.17416 0.281 -0.064 0.342
H 0.90663 3.40630 4.78832 0.239 0.045 -0.020
H -0.57947 3.41611 4.49969 -0.587 -0.146 -0.311
O -4.86059 -1.17992 1.39484 -0.675 0.246 0.944
H -4.37482 -1.82785 1.90519 0.122 0.158 0.098
H -4.48332 -1.23413 0.51679 0.269 -0.244 -0.967
O -2.84259 -2.52398 3.12099 -0.691 0.346 0.272
H -1.91798 -2.75905 3.04308 0.787 -0.354 -0.099
H -3.30684 -3.21735 2.65202 -0.104 -0.329 0.048
O -3.17023 0.04695 4.29309 0.140 0.620 0.265
H -4.10941 0.23028 4.26953 -0.363 0.047 -0.015
H -3.09370 -0.85427 3.97975 -0.010 -0.702 -0.339

=====

[2]
126
Properties=species:S:1:pos:R:3:forces:R:3 method="wB97M-V/def2-TZVPD" multiplicity=2 mol_weight_da=670.97 charge=-1 e_tot_ha=-2270.981370 lumo_energy_ha="0.07522 / 0.07588"
O -2.73325 1.89138 -2.48981 -0.775 2.139 -0.688
H -2.77546 1.27216 -3.22220 -0.273 -1.648 -1.733
H -3.43231 1.72189 -1.85405 -1.590 -0.574 1.197
H -1.86990 1.90266 -2.07016 3.375 -0.074 1.563
C -0.55602 0.32547 0.65151 -0.572 0.427 0.721
C -0.19325 0.52352 -0.83401 -0.643 -0.315 0.119
O -0.28759 1.78803 -1.32682 -0.521 1.728 -0.097
H -1.62336 0.39588 0.86110 -0.503 0.011 -0.714
H -0.22117 1.11625 1.32280 0.697 0.209 -0.157
H -0.31346 -0.62690 1.12296 0.568 -0.269 -0.291
H -0.91645 -0.07801 -1.38470 -0.060 -0.902 -0.183
H 0.80075 0.14591 -1.07371 0.516 -0.702 0.295
C 3.07522 -0.89729 1.14621 -0.211 -0.007 -0.387
C 2.72908 0.36684 1.90084 -0.227 -0.773 0.459
C 2.55960 0.11565 3.42671 -0.732 0.339 -1.104
O 1.58152 -0.90953 3.65398 1.147 0.847 -0.647
C 1.14099 -1.03677 4.95302 -0.115 -1.038 1.605
N 3.82769 1.29753 1.69477 -0.388 -0.001 0.337
H 2.16998 -1.48895 1.00998 0.311 -0.536 0.456
H 3.92266 -1.37856 1.63437 -0.259 -0.594 0.177
H 3.41530 -0.69913 0.12975 -0.041 0.445 -0.048
H 1.79256 0.74690 1.49266 0.139 0.323 0.105
H 2.28375 1.07399 3.86669 -0.638 0.137 0.216
H 3.55478 -0.03762 3.84409 0.164 -0.975 0.257
H 0.63698 -1.99758 5.05750 -0.541 0.137 -0.408
H 0.50600 -0.24671 5.35389 -0.239 0.329 -0.453
H 1.90456 -1.19027 5.71559 0.877 0.424 -0.142
H 3.62973 2.13943 2.21642 0.303 0.346 0.125
H 4.62949 0.82983 2.09284 0.514 0.351 -0.017
C -3.67798 0.44089 4.89029 0.485 -0.117 -0.519
C -3.63684 1.92110 4.52520 -1.512 -0.670 0.391
C -2.68004 2.20317 3.40475 0.720 0.879 -0.933
O -2.54132 3.61324 3.17973 -0.592 -0.174 0.383
C -1.66305 4.00061 2.13194 0.359 0.110 0.626
N -5.01825 2.27065 4.13075 0.634 0.586 -0.053
H -4.29568 -0.12142 4.19003 0.095 0.090 -0.311
H -4.13059 0.23705 5.86070 0.298 0.234 0.198
H -2.64987 0.08468 4.82542 -0.042 -0.477 0.412
H -3.36994 2.45389 5.43788 0.515 0.359 -0.044
H -2.99234 1.74652 2.46558 -0.419 -0.275 -0.070
H -1.69357 1.78873 3.61266 0.295 -0.131 0.309
H -1.48355 5.06972 2.24541 -0.208 0.035 0.022
H -2.03392 3.83026 1.12123 -0.204 -0.356 0.007
H -0.68589 3.53715 2.26782 0.089 -0.269 -0.235
H -5.00382 3.27364 4.01284 -0.319 0.325 -0.313
H -5.62543 2.10653 4.92100 -0.173 -0.127 0.141
C 1.98247 -2.80548 -6.55596 -0.198 -0.023 1.129
C 1.26273 -2.33738 -5.23799 -0.439 -0.992 -0.548
C 2.15077 -1.59812 -4.28375 1.164 0.337 -0.217
O 3.22846 -2.46031 -3.94095 0.746 -0.319 1.289
C 4.29393 -1.85253 -3.19105 0.546 0.104 -1.124
N 0.04532 -1.57402 -5.45595 0.126 0.596 -0.799
H 1.33327 -3.25179 -7.30926 -0.439 0.385 0.092
H 2.64942 -3.62759 -6.29637 0.258 0.160 0.159
H 2.57712 -2.00866 -7.00267 -0.140 0.094 -0.010
H 0.93186 -3.20779 -4.67143 0.492 -0.754 -0.065
H 1.57711 -1.32235 -3.39890 -0.020 0.253 0.180
H 2.62064 -0.72321 -4.73302 -0.460 0.469 -0.064
H 4.12127 -1.43780 -2.19793 -0.954 0.040 -0.039
H 4.73778 -1.07927 -3.81807 -0.140 0.465 0.068
H 5.12597 -2.54233 -3.04973 -0.400 -0.637 -0.185
H -0.36519 -1.30069 -4.57455 -0.073 0.142 0.141
H -0.63166 -2.16146 -5.92149 -0.119 0.045 -0.083
C -1.69038 -2.34806 3.32949 0.688 -0.939 -0.011
C -2.03349 -3.67094 2.62832 0.502 -0.107 -0.383
C -1.08942 -4.88762 2.85447 -0.136 0.814 0.924
O -1.44032 -5.92964 1.98859 -0.374 -0.329 -0.305
C -0.69580 -7.13566 2.09883 -0.120 0.590 0.327
N -3.37508 -4.07046 3.01784 -0.327 0.156 -0.439
H -2.34195 -1.55846 2.95517 0.143 -0.094 0.175
H -0.64419 -2.07750 3.18676 -0.058 0.156 -0.402
H -1.78391 -2.45011 4.41066 -0.376 0.048 0.160
H -2.03099 -3.47304 1.55644 -0.095 -0.037 -0.195
H -1.34093 -5.15830 3.87993 0.282 -0.448 0.496
H -0.01920 -4.68190 2.83420 0.226 0.289 -0.349
H -0.53065 -7.46086 3.12600 -0.259 0.174 0.415
H 0.30455 -6.99449 1.68957 0.019 -0.186 -0.444
H -1.28161 -7.91706 1.61475 0.300 0.141 -0.290
H -3.46002 -4.05141 4.02408 -0.009 -0.041 0.191
H -3.48847 -5.02650 2.71248 -0.368 -0.182 -0.016
C 0.93223 5.74309 -3.09898 -0.190 0.258 0.955
C -0.32750 5.79662 -2.20530 0.560 0.322 -0.724
C -1.18961 7.09201 -2.40114 0.775 -1.896 0.315
O -0.49505 8.18265 -1.83092 -1.243 1.899 -0.629
C -1.24093 9.41949 -2.05956 0.655 0.099 1.015
N -1.10076 4.59268 -2.47034 -0.833 0.888 -0.029
H 1.39234 4.75982 -3.00105 0.027 -0.022 0.142
H 1.60102 6.48571 -2.66384 0.359 0.097 -0.495
H 0.77907 5.88155 -4.16925 -0.315 0.302 0.069
H 0.03513 5.82622 -1.17781 0.057 0.063 0.260
H -2.12960 6.97613 -1.86160 -0.324 -0.147 0.005
H -1.40244 7.15299 -3.46842 0.015 0.570 -0.209
H -0.91871 9.96319 -2.94763 -0.198 -0.476 -0.400
H -1.11724 10.14967 -1.25978 1.112 -0.252 0.475
H -2.32439 9.37937 -1.94725 -0.262 -1.018 -0.835
H -0.62868 3.76904 -2.12559 0.275 -0.217 0.039
H -1.94785 4.69397 -1.92970 -0.407 -0.445 0.049
C 3.16946 -4.47151 -0.52209 -0.117 0.390 -0.744
C 1.82601 -4.83005 -1.27318 1.379 2.912 0.267
C 0.79240 -3.67497 -1.03020 0.205 -1.187 0.448
O -0.49124 -4.10050 -1.41113 -0.130 -0.377 -0.778
C -1.39120 -3.02835 -1.38310 -1.082 -0.266 0.266
N 2.20006 -4.90609 -2.69969 -0.515 -1.465 0.137
H 3.71543 -3.65692 -0.99798 -0.431 0.432 -0.334
H 3.91633 -5.25779 -0.63192 -0.374 -0.478 0.375
H 3.05058 -4.13592 0.50813 -0.196 -0.439 0.155
H 1.49179 -5.71918 -0.73854 -0.407 -0.392 -0.952
H 1.05898 -2.76106 -1.56105 0.359 0.090 -0.211
H 0.68562 -3.42933 0.02637 0.511 0.168 0.487
H -2.41438 -3.40164 -1.33999 0.006 -0.415 0.006
H -1.38961 -2.40648 -2.27830 0.576 0.315 0.022
H -1.26750 -2.46316 -0.45933 0.189 0.512 -0.095
H 1.44742 -5.13049 -3.33471 -0.529 -0.538 0.409
H 2.51907 -4.04101 -3.11197 0.515 0.519 0.718
O -4.52984 -0.59492 1.38950 -0.153 0.266 -0.089
H -3.83344 -0.58721 2.04615 0.123 0.040 0.137
H -4.66932 -1.52245 1.19849 -0.014 -0.333 -0.064
O 2.98636 2.07428 -0.74763 -0.096 0.458 -0.894
H 3.32690 1.69051 0.06045 0.816 -0.219 0.729
H 2.04071 1.93391 -0.70005 -0.761 -0.430 -0.341
O 1.96058 2.20950 -3.37180 0.342 0.071 -0.815
H 2.47179 2.40679 -2.58697 0.248 -0.058 0.209
H 1.12520 1.88236 -3.03812 -0.649 -0.024 0.441
O 1.14016 3.86463 0.33116 -0.038 0.778 0.869
H 1.94756 3.45948 0.01461 0.402 0.139 -0.210
H 0.44134 3.39375 -0.12289 -0.532 -0.668 -0.506